1.
C45H47BIKN9O7S | ωB97M-V with the def2-TZVPD basis set

```
112
Properties=species:S:1:pos:R:3:forces:R:3
K -0.972237 0.253808 -0.246773 0.9 0.5 -0.3
C -4.198548 2.331938 2.365768 0.4 -0.9 0.5
C -3.308858 1.136894 2.282600 0.4 0.3 0.7
C -3.591762 -0.102896 1.692113 -0.8 -0.7 -0.9
C -2.523178 -0.927544 2.033989 0.7 2.1 1.0
N -1.649314 -0.168196 2.760201 -0.8 -1.8 -1.7
N -2.146354 1.072830 2.917884 -0.6 0.7 0.2
B -0.240469 -0.563444 3.308347 -0.1 0.3 0.2
N 0.686516 0.656240 3.252023 0.5 0.7 0.9
C 0.872304 1.643042 4.171137 0.2 -0.4 -0.7
C 1.880081 2.475404 3.740562 -1.0 -0.9 -0.9
C 2.215698 1.958730 2.450078 0.7 -0.2 1.0
C 3.271561 2.405047 1.481728 -1.8 0.8 -0.6
N 1.554688 0.836599 2.241951 -0.4 -0.1 -1.4
N 0.387140 -1.664725 2.472841 -0.4 -0.6 -0.5
C 1.492840 -2.346752 2.804788 0.1 0.0 0.7
C 1.866528 -3.128248 1.738782 -0.5 0.7 -0.3
C 0.926362 -2.804409 0.709694 0.3 -0.7 0.4
C 0.817625 -3.309559 -0.710659 0.4 -0.6 0.6
N 0.039029 -1.963831 1.183603 -0.7 1.0 0.1
N -0.518377 -0.969860 4.800658 -0.2 0.4 0.1
C -1.706449 -0.949560 5.459162 -0.9 0.0 -0.6
C -1.436686 -1.071548 6.823647 0.8 0.0 -1.2
C -0.032951 -1.155841 6.894422 0.5 0.2 -1.3
C 0.905654 -1.252211 8.050099 -1.3 0.0 1.5
N 0.497348 -1.077610 5.669212 0.1 -0.2 0.4
H -5.215454 2.027919 2.562352 -0.4 0.0 -0.2
H -3.866085 2.966895 3.148527 0.2 0.4 0.9
H -4.116912 2.928722 1.504741 -0.2 0.7 -1.4
H -4.471926 -0.404266 1.126198 0.2 0.2 0.3
H -2.355898 -1.911345 1.754352 0.5 -1.5 -0.2
H 0.241494 1.647746 5.015399 -0.4 0.2 1.0
H 2.223110 3.340482 4.232890 0.4 0.8 0.3
H 4.247000 2.163291 1.800644 1.2 -0.4 0.3
H 3.048483 1.936678 0.528595 0.3 -0.3 -0.1
H 3.210671 3.483740 1.266083 0.0 -0.2 0.4
H 1.888944 -2.175712 3.809832 0.1 -0.3 -0.5
H 2.728811 -3.739085 1.691744 0.6 -0.5 -0.2
H 0.859974 -4.438876 -0.682694 0.1 1.2 -0.4
H -0.115405 -2.993907 -1.169490 -0.2 0.0 0.1
H 1.610948 -2.852829 -1.317840 0.1 -0.5 0.1
H -2.655062 -0.843053 4.844743 1.3 -0.1 1.3
H -2.069168 -1.061982 7.663681 -0.9 0.0 0.6
H 1.764745 -0.612831 7.935582 0.3 0.3 -0.2
H 0.344318 -0.909674 8.980502 0.8 -0.6 -0.9
H 1.274403 -2.277126 8.197703 -0.2 0.2 0.1
O 1.006110 -0.410924 -3.147404 -0.9 -0.2 -0.1
S 2.220526 0.198743 -3.739408 0.9 1.1 0.5
C 2.535713 1.754492 -2.756085 -1.0 -0.5 -0.4
C 2.698287 2.908904 -3.732865 1.0 0.0 1.1
C 1.690204 2.683621 -4.802373 -0.9 1.3 -1.7
C 1.849575 1.259652 -5.210840 0.0 -0.8 0.7
H 3.372886 1.525554 -2.135690 0.6 0.0 0.6
H 1.609267 1.917982 -2.158069 0.5 -0.3 -0.4
H 3.721653 2.981630 -4.079977 0.3 -0.4 -0.6
H 2.611141 3.812204 -3.163499 -0.7 0.7 0.2
H 1.797899 3.295813 -5.741289 0.3 -0.1 0.9
H 0.682043 2.946463 -4.473733 0.0 -0.4 0.4
H 2.716166 1.165516 -5.843965 0.5 -0.2 -0.3
H 1.024265 0.789410 -5.685855 -0.9 -0.3 -0.6
C -4.903277 -2.848257 -7.083669 -0.2 0.4 -0.8
C -4.701831 -2.290497 -5.704406 -0.2 0.3 -0.6
C -4.832638 -3.101608 -4.599831 -0.2 0.3 0.8
C -4.796466 -2.569052 -3.295852 0.0 -1.6 -0.1
C -4.977513 -3.500555 -2.089324 0.0 0.7 -0.3
C -4.499918 -1.240818 -3.161080 1.1 0.8 1.3
C -4.301409 -0.413364 -4.256203 -0.2 1.2 -1.2
C -3.947776 1.054807 -4.088584 0.8 0.1 1.2
C -4.497423 -0.920261 -5.545053 0.3 -0.4 1.5
C -4.329710 -0.633050 -1.726138 -2.6 0.6 0.3
O -5.386337 -0.217823 -1.185204 2.4 -0.8 -0.6
O -3.131229 -0.643980 -1.258056 -1.1 -0.2 -0.2
H -5.686286 -2.238791 -7.606348 0.6 -0.6 0.3
H -5.224005 -3.884874 -7.023264 -0.2 -0.1 -0.1
H -4.004508 -2.832145 -7.729002 -0.3 0.2 0.4
H -4.977587 -4.165442 -4.727511 -0.1 -0.1 0.0
H -5.895160 -4.102743 -2.147124 0.2 0.3 -0.2
H -5.023417 -2.900254 -1.160042 0.2 -0.6 -0.4
H -4.137938 -4.199204 -2.085545 0.0 0.1 0.3
H -4.614356 1.569898 -3.373225 0.0 -0.3 -0.5
H -3.888609 1.619684 -5.026742 -0.1 -0.3 0.2
H -2.955861 1.138336 -3.574832 -0.5 -0.1 -0.6
H -4.441762 -0.251905 -6.380997 0.1 0.2 -0.4
O 3.880118 -2.322214 -1.989265 -0.8 -0.4 -0.7
C 4.875957 -1.874041 -1.460719 0.0 0.6 1.5
N 5.119098 -0.576052 -1.103777 1.1 -1.2 -0.3
C 6.419746 -0.526003 -0.627689 -1.2 0.2 -1.1
O 7.008631 0.515006 -0.440225 1.1 0.5 0.7
C 7.014699 -1.926039 -0.477670 -1.9 -1.5 -0.5
C 8.151189 -2.471598 0.082434 0.5 2.1 -0.3
C 8.236583 -3.838820 0.236432 -0.5 -1.7 0.3
C 7.166840 -4.688127 -0.193153 1.0 0.6 0.6
C 6.041745 -4.149984 -0.829502 -0.7 -1.0 0.0
C 5.980825 -2.786182 -0.939207 1.1 1.5 0.0
H 8.938997 -1.723446 0.322324 -0.3 -1.0 0.3
H 9.082780 -4.283465 0.804516 -0.6 0.3 -0.6
H 7.224266 -5.751017 0.062813 0.0 0.3 -0.3
H 5.164245 -4.785248 -1.146589 1.1 0.8 0.3
I -3.088576 5.962879 4.371674 -0.1 -0.2 0.0
C -2.202725 5.131452 2.656477 -0.1 1.3 -0.5
C -2.308329 5.852128 1.469755 1.2 -1.8 -0.5
C -1.614640 5.414101 0.320358 -1.0 0.1 1.8
C -0.897371 4.241499 0.377176 0.6 0.4 -0.1
C -0.793805 3.584789 1.600312 0.9 -1.3 -1.5
C -1.408155 4.027106 2.733217 0.2 -0.2 0.8
C -0.179584 3.857840 -0.922427 0.4 0.8 0.5
O 0.599939 4.702192 -1.395810 -0.1 0.1 0.1
O -0.498734 2.762128 -1.396549 -0.4 -1.8 -0.4
H -2.918291 6.684410 1.458819 -1.1 1.8 -0.2
H -1.618129 5.949834 -0.595642 -0.2 0.6 -0.6
H -0.198362 2.664266 1.626578 -0.1 0.4 0.2
H -1.224858 3.506362 3.653019 -0.1 -0.2 0.3
```
Forces are in eV/Å.

As for the charge: -2. Its spin multiplicity is 2. As for the gap between HOMO and LUMO (alpha / beta): 0.23933 / 0.10181 Eh. The LUMO energy (alpha / beta) is 3.26 / -0.48 eV.

***

2.
C45H48CsN5O2P2S2 | ωB97M-V with the def2-TZVPD basis set

```
105
Properties=species:S:1:pos:R:3:forces:R:3
Cs 1.180722 0.858804 -0.218648 -1.9 -1.9 0.7
O 2.894102 2.509071 -0.824628 1.3 0.8 -0.8
C 2.491427 3.529141 -0.193529 0.0 1.1 0.1
C 3.293146 4.182231 0.784496 0.3 -0.1 0.0
C 2.838698 5.241439 1.522617 0.0 0.1 0.0
C 1.555500 5.745302 1.323756 -0.3 0.3 0.1
C 0.752855 5.172493 0.357620 -0.1 0.3 0.1
C 1.187715 4.101158 -0.412372 0.5 -0.2 0.4
C 0.427184 3.627148 -1.557847 -0.2 0.0 -0.6
N -0.806210 3.342394 -1.680419 0.2 0.1 -0.3
C -1.643008 3.289025 -0.512986 -0.5 -0.1 0.2
C -2.840565 2.363120 -0.777025 -0.1 0.5 0.4
N -2.407058 1.009474 -0.988760 0.3 -0.1 -0.4
C -2.505197 0.165828 -0.056801 -0.1 -0.3 0.2
C -3.076047 0.360346 1.297201 -0.1 0.1 0.3
C -4.407444 0.092650 1.545595 -0.1 0.0 -0.1
C -4.962314 0.273083 2.805394 -0.4 -0.1 0.0
C -4.134845 0.673961 3.841306 0.0 0.0 0.0
C -2.791608 0.891292 3.630070 0.1 0.0 0.2
C -2.200039 0.783546 2.348459 -0.3 -0.4 -0.4
O -0.968494 1.029058 2.107908 -0.5 -0.6 -0.3
H 4.301059 3.809192 0.910061 0.0 -0.1 0.0
H 3.489315 5.710958 2.255332 0.0 0.0 0.0
H 1.200402 6.591695 1.896260 0.0 0.0 0.0
H -0.210601 5.625763 0.142905 0.0 -0.1 0.0
H 1.016973 3.498320 -2.467882 0.1 0.0 -0.1
H -2.041285 4.286491 -0.279423 0.0 -0.1 0.0
H -1.090208 2.923051 0.364347 -0.1 0.1 0.1
H -3.329061 2.690596 -1.701071 0.0 0.1 0.1
H -3.539983 2.447537 0.073804 0.1 0.1 -0.2
H -2.129454 -0.831386 -0.283618 0.1 -0.2 0.0
H -5.036713 -0.249476 0.729829 0.0 0.0 0.0
H -6.016621 0.094374 2.975764 0.0 0.0 0.0
H -4.541027 0.821161 4.834848 0.0 -0.1 0.1
H -2.154869 1.159670 4.459535 0.0 0.0 0.1
C -2.248075 4.500442 5.691732 -0.1 0.0 0.0
C -1.102695 3.902056 6.196237 -0.1 0.1 0.2
C -0.271112 3.180180 5.365147 0.1 -0.3 -0.4
C -0.583723 3.020796 4.007564 -0.8 0.8 1.3
C -1.731771 3.643838 3.510022 0.5 -0.2 -0.1
C -2.552773 4.370447 4.344428 -0.1 0.2 0.1
N 0.264298 2.399926 3.104921 3.5 -0.1 -1.3
N 1.215632 1.734654 3.588294 -2.9 1.1 1.8
C 2.312076 1.250001 2.975339 1.9 -0.5 -0.9
C 3.522205 1.961213 3.164922 -0.4 0.0 0.0
C 4.705950 1.374646 2.802407 0.1 -0.2 -0.1
C 4.686648 0.094791 2.252168 0.1 0.1 0.0
C 3.455570 -0.502094 2.052154 0.6 -0.3 0.0
N 2.302018 0.038270 2.405044 -0.6 0.5 0.6
H -2.897602 5.075578 6.338576 0.0 0.0 0.1
H -0.858417 4.011321 7.246797 0.0 0.0 0.0
H 0.637508 2.728586 5.736830 0.0 0.0 0.0
H -1.959171 3.531829 2.464444 0.0 0.0 -0.2
H -3.439402 4.843977 3.942399 0.0 0.0 0.0
H 3.491026 2.956875 3.581255 -0.1 0.0 0.1
H 5.644101 1.901707 2.945407 -0.1 0.0 0.0
H 5.602202 -0.406625 1.973787 0.0 -0.1 -0.1
H 3.387664 -1.482373 1.590578 0.0 0.0 0.0
S 1.612244 -5.706734 -3.229261 0.2 -0.2 -0.2
P 0.633204 -4.935711 -1.702001 -0.2 -0.1 0.2
S 0.814278 -3.030551 -1.245803 -0.1 0.4 0.1
C -1.144525 -5.376336 -1.907769 0.4 0.3 -0.1
C -1.476220 -6.696501 -2.181894 0.0 0.0 0.1
C -2.795569 -7.043849 -2.394454 0.0 -0.2 0.0
C -3.785941 -6.075441 -2.335794 -0.2 0.0 0.0
C -3.454489 -4.760275 -2.061723 -0.2 0.0 -0.1
C -2.133377 -4.407046 -1.853998 0.1 0.0 0.1
C 1.002611 -5.857929 -0.157240 0.2 0.2 -0.3
C 0.171409 -5.686023 0.942436 0.0 -0.1 -0.1
C 0.483372 -6.298518 2.139139 -0.1 0.0 0.2
C 1.631400 -7.068105 2.249042 0.1 -0.1 0.1
C 2.470726 -7.220405 1.158112 0.1 -0.1 0.2
C 2.161172 -6.610038 -0.044180 -0.1 -0.1 -0.1
H -0.686658 -7.434952 -2.234792 0.0 0.0 -0.1
H -3.055892 -8.069885 -2.619851 0.0 -0.1 0.0
H -4.818164 -6.346044 -2.516031 -0.1 0.0 0.0
H -4.227452 -4.006455 -2.017722 -0.1 0.1 0.0
H -1.856245 -3.383079 -1.638247 0.1 0.0 0.0
H -0.709237 -5.064349 0.851172 0.0 0.0 0.0
H -0.167376 -6.173407 2.993089 0.0 0.0 0.1
H 1.875020 -7.536841 3.193035 0.0 -0.1 0.1
H 3.369715 -7.818456 1.246060 0.0 0.0 0.0
H 2.799534 -6.712525 -0.912853 0.0 0.0 0.0
C -1.199786 0.954278 -5.512583 0.1 -0.1 0.2
C -0.869794 0.893977 -4.023404 0.2 0.0 0.1
P 0.849473 0.406063 -3.510927 -0.4 -0.3 -1.2
C 0.996611 -1.210360 -4.418420 0.0 0.2 0.1
C 2.366023 -1.856604 -4.258342 -0.1 0.0 0.0
C 1.850576 1.516881 -4.624532 0.0 -0.2 0.2
C 3.241889 1.746702 -4.051725 0.0 0.1 -0.1
H -2.214667 1.329523 -5.650071 -0.1 0.0 -0.1
H -1.145360 -0.030747 -5.971857 0.0 -0.1 -0.1
H -0.522693 1.620430 -6.044538 0.1 0.1 -0.1
H -1.534658 0.185727 -3.520242 0.0 0.2 0.1
H -1.040259 1.868618 -3.556193 -0.1 -0.1 0.1
H 0.763865 -1.079777 -5.481338 -0.1 0.0 0.1
H 0.244620 -1.866643 -3.968590 0.0 0.0 -0.1
H 3.136682 -1.280460 -4.770260 0.1 0.1 -0.1
H 2.356544 -2.868127 -4.665298 0.1 0.0 0.1
H 2.620155 -1.928236 -3.201668 0.1 -0.1 0.0
H 1.321453 2.471944 -4.681229 -0.1 0.0 -0.1
H 1.913249 1.091367 -5.632074 -0.1 0.1 0.0
H 3.172378 2.147839 -3.043873 0.1 0.1 0.1
H 3.807377 2.445940 -4.669938 0.1 0.0 0.0
H 3.794173 0.812570 -3.993920 0.1 -0.1 0.0
```
Forces are in eV/Å.

As for the charge: -2. As for the gap between HOMO and LUMO: 0.22258 Eh. The LUMO energy is 3.62 eV.

***

In order of appearance, relative energy (zero: lowest compared OMol25 entry of this formula, charge and spin) = 0.0; 66.8 kcal per mole.